Molecular formula: C20H16ClN3OS2
Method: DFT, ωB97M-V with the def2-TZVPD basis set

As for the total charge: 0. For the HOMO energy, the calculation gives -7.735 eV. Its energy above the lowest of the compared OMol25 structures with the same formula, charge and spin is 0.000 eV. For the orbital gap, the calculation gives 7.50 eV.

Last column: natural (NBO) charge in e.
CARTESIAN COORDINATES (ANGSTROEM)
1 H -2.208 -1.296 2.562  0.24
2 S -5.061 -0.226 0.635  0.48
3 H 2.942 -1.162 -1.470  0.23
4 H 0.383 -3.691 -1.668  0.24
5 C -1.753 -1.031 -1.726  -0.33
6 C -5.255 -1.774 1.331  -0.39
7 H 3.270 1.941 1.445  0.21
8 H -4.096 -3.112 2.560  0.23
9 C -1.717 0.303 -1.425  0.10
10 H -4.051 2.494 0.328  0.25
11 H 1.549 3.573 1.114  0.23
12 C 5.556 -0.330 0.485  -0.03
13 C -3.047 2.119 0.135  -0.63
14 N -0.544 0.835 -1.030  -0.18
15 C 1.589 3.439 0.033  -0.65
16 H 5.259 -1.859 -0.982  0.22
17 C -4.165 -2.167 2.052  -0.27
18 C 4.820 -1.021 -0.464  -0.23
19 C 3.526 -0.626 -0.739  -0.18
20 N 0.544 -1.282 -1.144  -0.45
21 C -3.479 -0.075 1.331  -0.36
22 C 1.591 0.860 -0.397  -0.14
23 N -0.281 2.095 -0.735  -0.31
24 H -2.317 2.927 0.103  0.28
25 C 2.952 0.461 -0.077  -0.07
26 H 5.578 1.259 1.918  0.22
27 C -0.587 -3.261 -1.898  -0.65
28 C 0.580 0.015 -0.866  0.33
29 H -0.806 -3.410 -2.954  0.22
30 C 5.001 0.739 1.168  -0.25
31 Cl 7.182 -0.815 0.829  -0.01
32 H -6.167 -2.314 1.167  0.24
33 C -3.153 -1.197 2.058  -0.16
34 C -0.575 -1.803 -1.578  0.27
35 H -1.356 -3.769 -1.319  0.22
36 H 2.626 3.493 -0.291  0.23
37 H -2.675 -1.482 -2.051  0.24
38 C 3.705 1.129 0.887  -0.15
39 O -1.596 1.219 1.794  -0.52
40 S -3.145 1.337 -1.517  0.29
41 H 1.016 4.240 -0.428  0.24
42 C 0.990 2.134 -0.343  0.21
43 C -2.624 1.090 1.164  0.54